C37H70O30 | ωB97M-V/def2-TZVPD

Last columns: bonded neighbours and bond lengths (Å).
CARTESIAN COORDINATES (ANGSTROEM)
1 O 4.53586 1.63715 -3.88919  H2 0.957, H3 0.957
2 H 3.88341 2.24930 -3.54889  O1 0.957
3 H 4.37303 1.61252 -4.83213  O1 0.957
4 C -0.43292 5.22204 3.98762  C5 1.532, H11 1.090, H12 1.090, H13 1.090
5 C -1.05002 3.82037 4.00009  C4 1.532, C6 1.553, O10 1.440, H14 1.090
6 C -0.99542 3.13552 5.39253  C5 1.553, O7 1.393, H15 1.090, H16 1.090
7 O -2.32606 2.74521 5.52695  C6 1.393, C8 1.301
8 C -3.16166 3.38826 4.76476  O7 1.301, O9 1.194, O10 1.328
9 O -4.34600 3.23497 4.74964  C8 1.194
10 O -2.46124 4.07741 3.87148  C5 1.440, C8 1.328
11 H -0.68951 5.57099 4.98786  C4 1.090
12 H -0.98011 5.82289 3.26121  C4 1.090
13 H 0.64285 5.32404 3.84468  C4 1.090
14 H -0.69845 3.23063 3.15350  C5 1.090
15 H -0.64855 3.79046 6.19180  C6 1.090
16 H -0.45515 2.18914 5.36880  C6 1.090
17 C 10.17774 2.11781 0.43120  C18 1.523, H24 1.090, H25 1.090, H26 1.090
18 C 9.56482 3.44197 -0.00606  C17 1.523, C19 1.559, O23 1.411, H27 1.090
19 C 8.30979 3.28637 -0.91843  C18 1.559, O20 1.365, H28 1.090, H29 1.090
20 O 7.31431 3.87902 -0.19654  C19 1.365, C21 1.360
21 C 7.77668 4.49065 0.92673  O20 1.360, O22 1.242, O23 1.357
22 O 7.05992 5.26584 1.58146  C21 1.242
23 O 9.05289 4.08356 1.14132  C18 1.411, C21 1.357
24 H 9.39111 1.51900 0.89027  C17 1.090
25 H 10.90240 2.30727 1.22308  C17 1.090
26 H 10.58464 1.61130 -0.44400  C17 1.090
27 H 10.26563 4.09147 -0.53059  C18 1.090
28 H 7.97642 2.24982 -0.96851  C19 1.090
29 H 8.46214 3.77632 -1.88012  C19 1.090
30 C -0.77262 0.43885 -5.55479  C31 1.507, H37 1.090, H38 1.090, H39 1.090
31 C -2.27616 0.35268 -5.60618  C30 1.507, C32 1.516, O36 1.387, H40 1.090
32 C -2.90687 1.03926 -6.80218  C31 1.516, O33 1.378, H41 1.090, H42 1.090
33 O -3.78383 0.09966 -7.29948  C32 1.378, C34 1.346
34 C -3.70021 -1.05468 -6.61302  O33 1.346, O35 1.231, O36 1.307
35 O -4.30814 -2.11331 -6.77507  C34 1.231
36 O -2.71294 -0.95417 -5.76304  C31 1.387, C34 1.307
37 H -0.39356 -0.23908 -6.31953  C30 1.090
38 H -0.33961 -0.10340 -4.71422  C30 1.090
39 H -0.32543 1.43131 -5.49884  C30 1.090
40 H -2.77060 0.73911 -4.71493  C31 1.090
41 H -2.11806 1.18389 -7.54040  C32 1.090
42 H -3.28016 2.01124 -6.47966  C32 1.090
43 C 1.00211 5.82062 -1.71771  C44 1.550, H50 1.090, H51 1.090, H52 1.090
44 C 1.58997 6.61029 -2.91485  C43 1.550, C45 1.508, O49 1.454, H53 1.090
45 C 3.09507 6.68836 -2.95979  C44 1.508, O46 1.423, H54 1.090, H55 1.090
46 O 3.45681 6.09704 -4.20261  C45 1.423, C47 1.338
47 C 2.36341 5.59487 -4.78702  O46 1.338, O48 1.213, O49 1.260
48 O 2.40475 4.84957 -5.74320  C47 1.213
49 O 1.33657 5.77663 -4.07939  C44 1.454, C47 1.260
50 H 1.49291 4.89250 -1.42477  C43 1.090
51 H -0.03208 5.51542 -1.87707  C43 1.090
52 H 0.78392 6.42841 -0.83959  C43 1.090
53 H 1.25171 7.64606 -2.88568  C44 1.090
54 H 3.47534 6.01908 -2.18807  C45 1.090
55 H 3.56013 7.64848 -2.73624  C45 1.090
56 C -7.53000 5.96073 -0.20187  C57 1.501, H63 1.090, H64 1.090, H65 1.090
57 C -6.10984 5.47864 -0.25664  C56 1.501, C58 1.495, O62 1.412, H66 1.090
58 C -6.00290 4.00281 -0.47281  C57 1.495, O59 1.388, H67 1.090, H68 1.090
59 O -5.38710 3.85878 -1.70784  C58 1.388, C60 1.345
60 C -5.00825 5.04153 -2.22477  O59 1.345, O61 1.254, O62 1.398
61 O -4.51046 5.17318 -3.36784  C60 1.254
62 O -5.46589 6.05295 -1.37477  C57 1.412, C60 1.398
63 H -7.42659 7.01140 0.06924  C56 1.090
64 H -8.08239 5.44885 0.58613  C56 1.090
65 H -8.01824 5.81433 -1.16534  C56 1.090
66 H -5.68352 5.84933 0.67555  C57 1.090
67 H -6.99070 3.54513 -0.41922  C58 1.090
68 H -5.47297 3.46063 0.31035  C58 1.090
69 C 2.76323 -0.07905 0.93354  C70 1.527, H76 1.090, H77 1.090, H78 1.090
70 C 1.67232 -1.04619 0.47982  C69 1.527, C71 1.552, O75 1.363, H79 1.090
71 C 1.00662 -1.48324 1.81227  C70 1.552, O72 1.376, H80 1.090, H81 1.090
72 O -0.31956 -1.21148 1.56457  C71 1.376, C73 1.358
73 C -0.44315 -0.52889 0.39720  O72 1.358, O74 1.246, O75 1.339
74 O -1.48663 -0.08237 -0.11758  C73 1.246
75 O 0.76656 -0.18405 -0.06258  C70 1.363, C73 1.339
76 H 3.00381 0.59611 0.11233  C69 1.090
77 H 3.56318 -0.66800 1.38220  C69 1.090
78 H 2.62609 0.65477 1.72777  C69 1.090
79 H 1.99777 -1.95445 -0.02738  C70 1.090
80 H 1.15968 -0.87712 2.70517  C71 1.090
81 H 1.32227 -2.48198 2.11392  C71 1.090
82 C 0.05055 -5.55130 -2.88455  C83 1.530, H89 1.090, H90 1.090, H91 1.090
83 C -0.66177 -6.67411 -3.64116  C82 1.530, C84 1.432, O88 1.441, H92 1.090
84 C -2.08702 -6.54140 -3.59006  C83 1.432, O85 1.458, H93 1.090, H94 1.090
85 O -2.45707 -6.84265 -4.96726  C84 1.458, C86 1.358
86 C -1.38774 -6.94166 -5.79895  O85 1.358, O87 1.258, O88 1.337
87 O -1.32254 -7.42717 -6.95786  C86 1.258
88 O -0.32060 -6.67047 -5.04069  C83 1.441, C86 1.337
89 H 0.02633 -4.59254 -3.40253  C82 1.090
90 H 1.07594 -5.86580 -2.69022  C82 1.090
91 H -0.39448 -5.55879 -1.88956  C82 1.090
92 H -0.28774 -7.58464 -3.17305  C83 1.090
93 H -2.45105 -5.56281 -3.27709  C84 1.090
94 H -2.60830 -7.20180 -2.89705  C84 1.090
95 C -6.82589 -1.72472 -1.50665  C96 1.598, H102 1.090, H103 1.090, H104 1.090
96 C -7.02827 -2.46019 -0.10232  C95 1.598, C97 1.501, O101 1.462, H105 1.090
97 C -6.37766 -1.93219 1.14313  C96 1.501, O98 1.498, H106 1.090, H107 1.090
98 O -7.43961 -2.29532 2.13558  C97 1.498, C99 1.276
99 C -8.53580 -2.68120 1.60833  O98 1.276, O100 1.263, O101 1.350
100 O -9.65043 -2.82855 2.18308  C99 1.263
101 O -8.43569 -2.61261 0.26399  C96 1.462, C99 1.350
102 H -6.97884 -2.38273 -2.36207  C95 1.090
103 H -5.75984 -1.49800 -1.49096  C95 1.090
104 H -7.34696 -0.77348 -1.61491  C95 1.090
105 H -6.71262 -3.48853 -0.27834  C96 1.090
106 H -6.23999 -0.85196 1.19027  C97 1.090
107 H -5.45531 -2.47975 1.33689  C97 1.090
108 C 5.93921 1.52021 5.22769  O109 1.415, H110 1.090, H111 1.090, H112 1.090
109 O 6.48174 0.24571 4.93918  C108 1.415, H113 0.960
110 H 4.85084 1.57482 5.25153  C108 1.090
111 H 6.38631 1.80191 6.18102  C108 1.090
112 H 6.40861 2.02904 4.38576  C108 1.090
113 H 5.80819 -0.43834 4.94307  O109 0.960
114 C 0.12431 -3.32301 7.73242  O115 1.519, H116 1.090, H117 1.090, H118 1.090
115 O 1.25293 -4.33900 7.69507  C114 1.519, H119 0.960
116 H 0.30906 -2.40843 7.16892  C114 1.090
117 H -0.78399 -3.73931 7.29678  C114 1.090
118 H -0.08992 -3.02675 8.75929  C114 1.090
119 H 0.85086 -5.15979 7.98876  O115 0.960
120 C 6.44543 -5.63045 0.39815  O121 1.423, H122 1.090, H123 1.090, H124 1.090
121 O 5.89461 -4.75077 -0.57542  C120 1.423, H125 0.960
122 H 6.99985 -5.02557 1.11566  C120 1.090
123 H 5.60179 -6.19716 0.79212  C120 1.090
124 H 7.17284 -6.32782 -0.01738  C120 1.090
125 H 6.56817 -4.27577 -1.06767  O121 0.960
126 C 1.76539 -7.10902 2.99067  O127 1.447, H128 1.090, H129 1.090, H130 1.090
127 O 0.34505 -6.88139 3.15182  C126 1.447, H131 0.960
128 H 2.29763 -6.17927 3.19164  C126 1.090
129 H 2.29168 -7.86640 3.57162  C126 1.090
130 H 2.02317 -7.34472 1.95815  C126 1.090
131 H 0.04799 -7.34051 3.94084  O127 0.960
132 C -4.13779 -6.40724 3.07879  O133 1.358, H134 1.090, H135 1.090, H136 1.090
133 O -3.64680 -5.97339 1.88892  C132 1.358, H137 0.960
134 H -5.22281 -6.37468 2.97992  C132 1.090
135 H -3.84274 -7.42242 3.34422  C132 1.090
136 H -3.87959 -5.79725 3.94444  C132 1.090
137 H -2.71392 -5.75123 1.93349  O133 0.960

## Properties
- Total charge: 0

=====

C37H71Cl2N6O2Si | ωB97M-V/def2-TZVPD

Last columns: bonded neighbours and bond lengths (Å).
CARTESIAN COORDINATES (ANGSTROEM)
1 C 7.62583 -0.78324 3.67647  C2 1.630, H34 1.152, H35 1.162, H36 1.154
2 C 7.03023 0.68199 3.28437  C1 1.630, C3 1.640, H37 1.142, H38 1.152
3 C 5.39650 0.58887 3.18157  C2 1.640, C4 1.606, H39 1.148, H40 1.148
4 C 4.99066 1.43515 1.87877  C3 1.606, N5 1.503, H41 1.162, H42 1.160
5 N 3.52552 1.44087 1.54451  C4 1.503, C6 1.460, H43 1.030
6 C 2.73897 0.53770 2.37966  N5 1.460, N7 1.440, N22 1.464
7 N 2.41837 -0.83168 2.07110  C6 1.440, C8 1.494, C15 1.478
8 C 2.73485 -1.70061 0.89812  N7 1.494, C9 1.608, H44 1.158, H45 1.160
9 C 4.17718 -1.44635 0.23313  C8 1.608, O10 1.444, H46 1.149, H47 1.160
10 O 4.22525 -0.36371 -0.72149  C9 1.444, Si11 1.740
11 Si 3.96568 -0.89376 -2.35853  O10 1.740, C12 1.917, C13 1.944, C14 1.943
12 C 5.02989 -2.39374 -2.89756  Si11 1.917, H48 1.149, H49 1.162, H50 1.161
13 C 4.47953 0.56927 -3.53109  Si11 1.944, H51 1.150, H52 1.144, H53 1.162
14 C 2.07017 -1.14777 -2.69996  Si11 1.943, H54 1.159, H55 1.158, H56 1.143
15 C 1.62768 -1.38071 3.19232  N7 1.478, Cl16 1.822, C17 1.569
16 Cl 0.97045 -3.06481 3.41884  C15 1.822
17 C 1.39003 -0.26248 4.26742  C15 1.569, C18 1.601, N22 1.475
18 C 0.57917 -0.32596 5.64665  C17 1.601, C19 1.631, H57 1.156, H58 1.159
19 C 1.52743 0.05428 6.91812  C18 1.631, C20 1.606, H59 1.150, H60 1.150
20 C 1.97080 -1.25411 7.73788  C19 1.606, Cl21 1.838, H61 1.157, H62 1.154
21 Cl 2.69101 -2.57610 6.68348  C20 1.838
22 N 2.11791 0.86934 3.66349  C6 1.464, C17 1.475, C23 1.513
23 C 2.24934 2.26782 4.22499  N22 1.513, C24 1.640, H63 1.148, H64 1.142
24 C 1.15692 3.28883 3.55221  C23 1.640, C25 1.608, H65 1.160, H66 1.161
25 C -0.18131 2.47203 3.19272  C24 1.608, C26 1.606, H67 1.158, H68 1.160
26 C -1.45605 3.38068 2.83566  C25 1.606, C27 1.639, H69 1.159, H70 1.143
27 C -2.77439 2.44263 3.09574  C26 1.639, C28 1.605, H71 1.159, H72 1.162
28 C -3.53832 2.02980 1.74557  C27 1.605, C29 1.635, H73 1.151, H74 1.148
29 C -4.68852 0.94443 2.15943  C28 1.635, C30 1.623, H75 1.145, H76 1.150
30 C -4.24304 -0.58669 1.85793  C29 1.623, C31 1.635, H77 1.152, H78 1.152
31 C -4.23755 -1.50139 3.21273  C30 1.635, O32 1.455, H79 1.155, H80 1.159
32 O -5.24917 -2.53876 3.08543  C31 1.455, C33 1.452
33 C -4.68932 -3.77815 2.57771  O32 1.452, H81 1.144, H82 1.146, H83 1.152
34 H 8.73160 -0.89954 3.37397  C1 1.152
35 H 7.05702 -1.63952 3.13520  C1 1.162
36 H 7.48203 -0.99535 4.80138  C1 1.154
37 H 7.38395 1.39696 4.10181  C2 1.142
38 H 7.49772 0.94722 2.26547  C2 1.152
39 H 5.16910 -0.53483 3.11402  C3 1.148
40 H 5.00626 1.06489 4.15073  C3 1.148
41 H 5.27544 2.53753 2.11136  C4 1.162
42 H 5.62921 1.16318 0.94930  C4 1.160
43 H 3.10439 2.37701 1.62653  N5 1.030
44 H 2.72650 -2.79270 1.28395  C8 1.158
45 H 1.89565 -1.65366 0.09832  C8 1.160
46 H 4.54338 -2.45902 -0.16837  C9 1.149
47 H 4.91192 -1.16237 1.08508  C9 1.160
48 H 5.43676 -2.28900 -3.96670  C12 1.149
49 H 4.33315 -3.32212 -2.84962  C12 1.162
50 H 5.93441 -2.56463 -2.18944  C12 1.161
51 H 5.59595 0.83055 -3.44242  C13 1.150
52 H 3.78475 1.47327 -3.43564  C13 1.144
53 H 4.34451 0.16926 -4.61362  C13 1.162
54 H 1.56546 -0.14557 -2.41178  C14 1.159
55 H 1.92421 -1.24853 -3.84416  C14 1.158
56 H 1.65974 -2.04236 -2.11786  C14 1.143
57 H -0.35322 0.35765 5.66186  C18 1.156
58 H 0.19834 -1.41749 5.73588  C18 1.159
59 H 0.89180 0.73017 7.59677  C19 1.150
60 H 2.47246 0.62182 6.59048  C19 1.150
61 H 2.79754 -0.92946 8.47943  C20 1.157
62 H 1.07852 -1.65876 8.34833  C20 1.154
63 H 3.29974 2.66953 3.99622  C23 1.148
64 H 2.06074 2.29628 5.35141  C23 1.142
65 H 0.97458 4.17179 4.28197  C24 1.160
66 H 1.61313 3.77809 2.60386  C24 1.161
67 H -0.42407 1.82425 4.12145  C25 1.158
68 H -0.00993 1.70849 2.33687  C25 1.160
69 H -1.55788 4.32368 3.50209  C26 1.159
70 H -1.52030 3.71509 1.74430  C26 1.143
71 H -3.51586 2.96807 3.81434  C27 1.159
72 H -2.49356 1.45464 3.63833  C27 1.162
73 H -4.10554 2.92866 1.30321  C28 1.151
74 H -2.85993 1.62438 0.91298  C28 1.148
75 H -5.61108 1.17579 1.52228  C29 1.145
76 H -4.96302 1.08767 3.26656  C29 1.150
77 H -3.23280 -0.63864 1.30633  C30 1.152
78 H -5.04093 -1.01969 1.14920  C30 1.152
79 H -3.19784 -1.95789 3.42529  C31 1.155
80 H -4.49601 -0.84870 4.13465  C31 1.159
81 H -3.59790 -3.70836 2.24271  C33 1.144
82 H -4.77952 -4.64509 3.32114  C33 1.146
83 H -5.31119 -4.06754 1.65192  C33 1.152
84 C -1.05764 -2.98556 -4.61219  C85 1.525, H89 1.093, H90 1.093, H91 1.095
85 C -0.98150 -4.03461 -5.71662  C84 1.525, C86 1.531, H92 1.095, H93 1.094
86 C 0.24562 -4.94135 -5.59359  C85 1.531, C87 1.504, H94 1.093, H95 1.094
87 C 1.50079 -4.11834 -5.68193  C86 1.504, N88 1.186
88 N 2.48973 -3.46807 -5.75152  C87 1.186
89 H -0.20531 -2.30182 -4.64611  C84 1.093
90 H -1.96183 -2.38201 -4.72345  C84 1.093
91 H -1.08231 -3.45703 -3.62447  C84 1.095
92 H -0.97209 -3.52782 -6.68691  C85 1.095
93 H -1.88477 -4.65082 -5.68455  C85 1.094
94 H 0.24769 -5.68219 -6.39732  C86 1.093
95 H 0.23435 -5.47606 -4.63971  C86 1.094
96 C -1.47067 3.60694 -2.38948  C97 1.525, H101 1.093, H102 1.093, H103 1.095
97 C -2.87796 4.19419 -2.41667  C96 1.525, C98 1.530, H104 1.095, H105 1.094
98 C -3.97008 3.12762 -2.30865  C97 1.530, C99 1.503, H106 1.093, H107 1.094
99 C -3.86748 2.17370 -3.46612  C98 1.503, N100 1.185
100 N -3.78658 1.42102 -4.37843  C99 1.185
101 H -1.29391 2.94407 -3.24056  C96 1.093
102 H -0.72534 4.40468 -2.43970  C96 1.093
103 H -1.30036 3.03904 -1.46892  C96 1.095
104 H -3.00651 4.76410 -3.34245  C97 1.095
105 H -2.98503 4.89971 -1.58723  C97 1.094
106 H -4.95665 3.59828 -2.31874  C98 1.093
107 H -3.86997 2.56892 -1.37365  C98 1.094
108 C -5.07816 0.65900 -7.38055  C109 1.525, H113 1.093, H114 1.093, H115 1.094
109 C -6.48524 1.24551 -7.40902  C108 1.525, C110 1.530, H116 1.095, H117 1.094
110 C -7.57708 0.17890 -7.29810  C109 1.530, C111 1.503, H118 1.093, H119 1.094
111 C -7.47618 -0.77850 -8.45284  C110 1.503, N112 1.185
112 N -7.39664 -1.53281 -9.36360  C111 1.185
113 H -4.90144 -0.00602 -8.23028  C108 1.093
114 H -4.33325 1.45662 -7.43279  C108 1.093
115 H -4.90762 0.09434 -6.45954  C108 1.094
116 H -6.61426 1.81315 -8.33641  C109 1.095
117 H -6.59230 1.95321 -6.58135  C109 1.094
118 H -8.56412 0.64861 -7.30937  C110 1.093
119 H -7.47698 -0.37735 -6.36192  C110 1.094

## Properties
- Total charge: +1

=====

HOMO energy, record by record: -10.2; -11.4 eV
Kohn-Sham gap, record by record: 9.59; 8.76 eV